16
Properties=species:S:1:pos:R:3:forces:R:3 method="wB97M-V/def2-TZVPD" e_tot_ha=-250.7670 e_homo_ev="-9.915 / -13.891" de_lowest_ev=2.514 orbital_gap_ev="6.077 / 7.180" total_charge=+1 multiplicity=3
C 3.076 0.004 0.297 -2.75 -2.51 -0.69
C 0.348 0.076 -0.132 7.70 0.36 -1.17
C -1.001 -0.047 0.063 -5.03 -1.31 1.91
C 1.627 0.085 -0.513 -0.69 -0.29 2.64
C -1.859 -1.291 -0.024 2.17 -0.55 -0.78
N -1.866 1.155 0.141 0.12 1.52 -1.51
H 3.771 -0.770 -0.070 -0.78 0.02 0.03
H 3.540 0.894 0.114 1.03 2.66 -0.69
H 2.910 -0.070 1.339 -0.15 -0.36 1.02
H 1.962 0.251 -1.492 -0.09 0.78 -1.93
H -2.260 -1.562 0.952 -0.32 -0.13 -0.02
H -1.282 -2.208 -0.459 -1.00 1.84 0.82
H -2.624 -0.980 -0.732 -0.64 -0.60 -0.03
H -2.066 1.525 -0.883 0.06 -0.16 2.11
H -1.538 1.943 0.746 0.80 -0.47 -1.04
H -2.736 0.994 0.652 -0.45 -0.81 -0.68

---

17
Properties=species:S:1:pos:R:3:forces:R:3 method="wB97M-V/def2-TZVPD" e_tot_ha=-305.9109 smiles="CC1=NN(C)CC1" e_homo_ev=-8.425 de_lowest_ev=3.074 orbital_gap_ev=9.394 total_charge=0
C -0.055 0.149 1.190 -0.11 2.00 -1.15
C -0.830 -0.921 0.564 -1.87 -1.98 0.96
C -0.484 -0.863 -0.881 2.49 -1.82 -1.43
C -0.481 0.915 2.422 1.00 1.57 -2.09
C 1.380 0.271 -2.065 -2.48 -0.07 -4.49
N 0.796 0.701 0.426 1.02 -1.86 -2.28
N 0.899 -0.361 -0.922 -0.72 0.64 4.35
H -0.657 -1.980 1.010 -0.40 1.84 -0.55
H -1.894 -0.604 0.667 0.43 -0.79 0.28
H -0.447 -1.952 -1.263 -0.49 1.86 -0.11
H -0.999 -0.136 -1.484 -1.37 -0.15 -0.26
H -1.337 1.606 2.256 0.52 -0.33 -0.65
H 0.425 1.562 2.556 -1.00 -0.70 1.24
H -0.906 0.255 3.109 0.33 -1.00 1.98
H 2.284 0.706 -1.928 2.82 1.27 0.83
H 1.535 -0.397 -2.995 -0.11 -0.06 1.85
H 0.771 1.050 -2.663 -0.07 -0.45 1.53

---

17
Properties=species:S:1:pos:R:3:forces:R:3 method="wB97M-V/def2-TZVPD" e_tot_ha=-305.9226 e_homo_ev=-8.388 de_lowest_ev=2.755 orbital_gap_ev=9.330 total_charge=0
C 1.516 -0.816 -0.695 0.32 0.35 -0.33
C -1.941 0.553 -0.045 0.10 -0.19 -0.25
C 0.911 1.508 0.232 0.34 -0.12 0.86
N -0.969 -1.648 0.512 -0.60 0.36 -0.76
N 1.539 -1.352 0.619 1.25 2.30 -0.42
C -0.798 -0.418 0.155 -1.44 -1.34 0.68
C 0.554 0.064 0.054 1.39 -2.43 0.17
H -1.933 -1.968 0.394 -0.05 0.43 0.16
H 1.186 -2.306 0.629 -1.29 0.77 0.23
H 2.448 -0.295 -0.918 -0.13 0.11 -0.38
H 1.126 -1.384 -1.543 0.02 -0.12 0.19
H -1.755 1.224 -0.883 -0.04 0.09 -0.03
H -2.870 0.010 -0.216 0.06 0.03 -0.01
H -2.071 1.161 0.851 0.06 0.03 0.01
H 1.846 1.594 0.790 0.04 0.00 -0.11
H 1.045 2.004 -0.732 0.03 -0.19 -0.06
H 0.165 2.069 0.794 -0.06 -0.10 0.04

---

17
Properties=species:S:1:pos:R:3:forces:R:3 method="wB97M-V/def2-TZVPD" e_tot_ha=-305.8985 smiles="C=NC(=C)CCN" e_homo_ev=-8.955 de_lowest_ev=3.412 orbital_gap_ev=9.609 total_charge=0
C 1.490 -0.747 -0.124 1.00 0.56 5.43
C 0.193 -1.015 0.735 0.04 2.24 -2.71
C -0.731 0.117 0.260 -3.84 -1.61 2.50
C -1.306 1.001 1.145 -0.61 -0.82 -2.52
C -1.493 0.340 -1.945 1.33 -2.16 1.01
N -1.693 -0.288 -0.810 1.72 2.86 -2.32
N 2.035 0.614 0.054 0.10 0.60 1.41
H 2.275 -1.331 0.372 -0.07 -0.42 -0.39
H 1.481 -1.086 -1.077 -0.64 -0.59 -3.18
H 0.341 -0.880 1.808 0.23 -0.48 -0.19
H -0.264 -1.931 0.369 -0.02 -0.35 0.63
H -1.346 0.767 2.194 0.97 0.69 0.44
H -2.168 1.584 0.724 0.94 -0.47 0.67
H -2.138 0.218 -2.840 0.03 -0.01 0.92
H -0.447 0.693 -2.154 -1.20 0.63 0.19
H 1.336 1.333 0.279 -0.37 -0.45 -1.02
H 2.435 0.609 1.011 0.40 -0.21 -0.86

---

17
Properties=species:S:1:pos:R:3:forces:R:3 method="wB97M-V/def2-TZVPD" e_tot_ha=-305.9468 smiles=C[C@H]1N[C@H]1[C@H]1CN1 e_homo_ev=-9.249 de_lowest_ev=2.098 orbital_gap_ev=10.435 total_charge=0
C -2.065 -0.203 0.071 0.00 0.03 0.02
C -1.091 -0.272 -1.083 -0.16 -0.17 -0.01
N -0.178 0.840 -1.374 0.03 0.24 0.08
C 0.371 -0.427 -0.892 0.07 -0.17 0.05
C 1.026 -0.581 0.453 -0.02 -0.14 -0.13
C 2.132 0.330 0.831 0.30 0.03 -0.08
N 0.863 0.358 1.556 -0.20 0.18 0.03
H -3.008 0.244 -0.261 0.14 -0.06 0.07
H -1.683 0.394 0.905 -0.03 -0.12 -0.13
H -2.283 -1.204 0.461 0.01 0.12 -0.09
H -1.514 -0.708 -1.988 0.09 0.07 0.15
H -0.222 1.522 -0.617 -0.02 -0.06 -0.09
H 0.918 -0.965 -1.668 -0.09 0.06 0.13
H 1.083 -1.617 0.786 0.00 0.16 -0.06
H 2.987 -0.031 1.396 -0.15 0.03 -0.07
H 2.346 1.145 0.141 -0.04 -0.13 0.11
H 0.318 1.173 1.285 0.06 -0.09 0.02

---

17
Properties=species:S:1:pos:R:3:forces:R:3 method="wB97M-V/def2-TZVPD" e_tot_ha=-305.8523 smiles="[H]/N=C1/[C@@H](C)N1CC" e_homo_ev=-8.475 de_lowest_ev=4.670 orbital_gap_ev=9.311 total_charge=0
C -0.785 -0.100 0.423 -0.84 0.94 1.10
C 0.785 -0.404 -0.909 0.67 0.92 -0.04
C -2.093 -0.147 -0.306 0.28 0.06 -0.12
C 2.125 -0.801 -0.333 -0.15 0.03 -0.07
N 0.422 1.119 -0.059 0.56 -1.15 -0.78
C -0.327 1.135 1.036 -0.95 -0.80 -0.12
N -0.686 1.853 2.025 0.36 0.01 0.15
H -0.493 -0.990 0.975 0.44 -0.07 -0.40
H -0.080 2.667 2.130 -0.11 0.05 -0.20
H 0.179 -1.288 -1.125 -0.29 0.14 0.38
H 0.854 0.116 -1.859 0.13 0.02 0.08
H -2.198 0.716 -0.963 0.04 0.00 0.02
H -2.199 -1.060 -0.894 -0.05 0.00 0.02
H -2.896 -0.093 0.433 0.00 -0.10 0.01
H 2.785 0.060 -0.252 -0.05 0.01 -0.03
H 2.014 -1.236 0.662 -0.01 -0.02 -0.03
H 2.592 -1.546 -0.982 -0.03 -0.04 0.03

---

18
Properties=species:S:1:pos:R:3:forces:R:3 method="wB97M-V/def2-TZVPD" e_tot_ha=-381.0644 e_homo_ev="-2.642 / -2.579" de_lowest_ev=4.793 orbital_gap_ev="6.418 / 5.027" total_charge=-1 multiplicity=2
N 0.299 0.997 1.032 -1.26 0.48 0.62
C -0.847 0.142 0.959 -0.26 -0.64 -0.16
C -0.831 -1.018 -0.100 -0.58 0.37 0.72
C 2.339 -0.176 0.025 0.77 -0.12 -0.13
C 3.374 0.123 -0.769 -1.18 -0.02 0.62
C -1.927 0.021 -0.103 0.64 -0.01 -0.29
N -3.184 -0.272 0.355 -0.40 0.61 0.43
O -1.812 0.996 -1.171 0.32 -0.01 -0.13
H 0.057 1.912 0.638 0.29 -0.32 -0.57
H 1.266 0.497 0.429 0.57 -0.37 -0.63
H -1.325 -0.090 1.916 0.62 -0.30 0.10
H 0.007 -0.974 -0.781 -0.05 -0.01 -0.11
H -1.168 -1.980 0.261 0.27 -0.14 -0.10
H 2.472 -1.008 0.722 -0.11 0.39 0.43
H 3.234 0.744 -1.644 0.39 0.45 0.15
H 4.351 -0.255 -0.484 0.09 -0.31 -0.63
H -3.609 -1.025 -0.172 0.16 -0.19 -0.29
H -2.696 1.365 -1.114 -0.29 0.14 -0.05

---

18
Properties=species:S:1:pos:R:3:forces:R:3 method="wB97M-V/def2-TZVPD" e_tot_ha=-381.2114 e_homo_ev=-9.733 de_lowest_ev=2.013 orbital_gap_ev=10.058 total_charge=0
C -1.196 0.223 -2.241 -0.41 0.13 0.09
C 0.019 0.157 -1.368 1.15 -1.50 0.06
C 0.490 1.418 -0.700 -1.21 0.46 0.74
N 0.704 -0.928 -1.198 -0.58 1.36 -0.26
N -0.291 2.174 -0.009 1.40 -0.76 -0.70
H 0.298 -1.697 -1.746 -0.02 0.19 0.26
H -1.240 1.791 0.069 0.17 0.03 -0.20
H 1.557 1.652 -0.834 -0.44 0.11 0.24
H -1.877 -0.589 -1.971 0.02 0.09 -0.16
H -1.718 1.175 -2.128 0.01 -0.13 -0.13
H -0.893 0.103 -3.284 -0.09 0.04 0.07
C 1.235 -0.875 2.246 0.11 0.20 -0.57
C -0.239 -0.644 2.124 -0.72 0.96 1.43
O -0.848 0.219 2.747 0.77 -1.14 -1.10
H -0.784 -1.365 1.492 -0.13 0.05 -0.13
H 1.599 -1.354 1.334 0.03 -0.01 0.11
H 1.755 0.077 2.374 -0.06 -0.13 0.21
H 1.427 -1.536 3.093 -0.01 0.06 0.05

---

18
Properties=species:S:1:pos:R:3:forces:R:3 method="wB97M-V/def2-TZVPD" e_tot_ha=-380.9746 e_homo_ev=-9.089 de_lowest_ev=8.458 orbital_gap_ev=9.971 total_charge=0
C 0.325 0.595 0.504 -1.05 3.08 0.27
C -0.872 -0.071 1.144 -1.19 -2.64 5.08
C -1.608 -0.870 -0.134 3.72 -0.08 1.88
C 0.476 -0.531 -0.296 -1.28 -2.59 -8.49
C 1.651 0.167 -0.303 5.04 0.99 0.91
H -1.140 1.840 0.231 2.57 -0.12 -3.45
H 0.243 2.553 -0.053 0.23 -0.62 -0.86
H -1.712 0.324 1.951 2.19 0.15 -2.10
H -0.303 -0.881 1.880 -1.81 1.61 -1.81
H -2.487 -0.509 -0.403 -4.24 1.66 -0.66
H -1.699 -1.896 0.268 0.13 0.23 -0.89
H -0.677 0.272 -1.772 -1.04 -2.30 1.50
H 0.627 -1.469 0.008 0.44 -3.25 2.47
H 1.893 0.942 -1.058 -0.08 -0.45 0.90
H 3.244 -0.940 -0.466 1.54 -1.87 -3.08
N -0.173 1.692 -0.480 -3.24 1.79 5.64
N -0.683 -0.701 -1.272 2.16 1.01 0.43
O 2.894 -0.519 0.252 -4.10 3.38 2.26

---

18
Properties=species:S:1:pos:R:3:forces:R:3 method="wB97M-V/def2-TZVPD" e_tot_ha=-381.1494 e_homo_ev=-8.403 de_lowest_ev=3.702 orbital_gap_ev=9.303 total_charge=0
C 2.578 -0.740 0.534 -0.15 -0.45 -1.38
C 1.474 1.234 -0.372 -1.08 1.73 -0.07
C -0.851 -0.473 -0.786 -0.18 -2.47 -0.78
C -2.290 -0.613 -0.232 0.87 0.30 1.81
C -1.875 0.680 0.553 -4.51 1.07 0.40
H 3.030 -1.657 0.104 -0.52 0.63 0.02
H 3.365 -0.256 1.079 0.44 0.92 -0.09
H 1.836 -1.011 1.257 -0.78 -0.11 0.16
H 2.160 2.056 -0.608 -0.41 -0.05 0.09
H -0.248 -1.408 -0.712 -0.31 0.67 -0.63
H -0.830 -0.017 -1.784 0.21 -0.10 0.11
H -2.360 -1.387 0.533 0.18 -0.38 -0.31
H -3.200 -0.662 -0.799 -0.04 0.37 -0.66
H -2.211 0.678 1.619 0.52 0.32 -0.69
H -2.294 1.564 0.017 0.32 -0.18 0.50
N 0.254 1.534 -0.076 1.66 -0.45 0.64
N -0.546 0.446 0.271 2.93 0.03 -0.34
O 2.006 0.029 -0.599 0.85 -1.87 1.22